This record from the Open Molecules 2025 dataset describes one molecule with the formula C8H12F3N2OP in a non-equilibrium geometry. The level of theory is ωB97M-V/def2-TZVPD.

```
27
Properties=species:S:1:pos:R:3
C -0.321 1.659 0.764
C 2.401 -0.544 -0.782
C -1.736 -0.086 -1.383
C -1.431 -1.859 0.319
C -3.065 0.086 0.833
C -0.689 0.401 0.875
C 3.912 -0.571 -0.654
C -1.774 -0.345 0.102
N 0.591 2.576 0.581
N 1.873 0.503 -0.092
O 1.846 -1.463 -1.331
F 4.366 0.564 -1.238
F 4.509 -1.650 -1.206
F 4.246 -0.526 0.641
P 2.365 2.011 -0.003
H -0.804 -0.214 -2.042
H -2.179 0.912 -1.672
H -2.373 -0.799 -1.886
H -2.374 -2.460 0.374
H -0.938 -2.209 1.230
H -0.930 -2.160 -0.560
H -3.897 -0.349 0.474
H -3.062 -0.240 1.895
H -3.085 1.186 0.781
H -0.346 -0.198 1.810
H 2.561 2.231 1.359
H 0.336 3.541 0.809
```

Summary:
Gap between HOMO and LUMO = 8.1632 eV
Calculated total energy = -1137.6267 hartree


This record from the Open Molecules 2025 dataset describes a 2-piece molecular cluster, C8H12F3NO3S2 overall in a non-equilibrium geometry. The level of theory is ωB97M-V/def2-TZVPD.

```
29
Properties=species:S:1:pos:R:3
F 2.610 -1.509 1.609
C 1.282 -1.465 1.924
F 0.968 -2.593 2.607
F 1.057 -0.398 2.741
S 0.333 -1.258 0.408
N -1.213 -1.454 1.217
C -1.901 -0.286 1.596
O -1.514 0.857 1.440
C -3.184 -0.759 2.242
C -3.164 -2.273 2.205
C -1.884 -2.675 1.480
O -1.530 -3.790 1.198
H -3.235 -0.369 3.267
H -4.042 -0.346 1.698
H -3.167 -2.699 3.219
H -4.045 -2.682 1.691
C 2.159 3.273 -2.816
S 1.235 1.893 -2.061
C 1.566 0.586 -3.270
C 1.799 1.336 -0.614
O -0.179 2.262 -2.105
H 3.217 3.028 -2.947
H 1.716 3.500 -3.794
H 2.066 4.156 -2.175
H 2.646 0.427 -3.336
H 1.072 -0.312 -2.887
H 1.154 0.868 -4.245
H 2.859 1.063 -0.598
H 1.317 1.620 0.307
```

Summary:
Relative energy (zero: lowest compared OMol25 entry of this formula, charge and spin) = 0.00 kJ/mol
Gap between HOMO and LUMO = 8.1680 eV
Calculated total energy = -1688.3996 hartree
SMILES = O=C1CCC(=O)N1SC(F)(F)F.C=S(C)(C)=O


This record from the Open Molecules 2025 dataset describes a 2-piece molecular cluster, C8H12F3NP overall in a non-equilibrium geometry. The level of theory is ωB97M-V/def2-TZVPD.

```
25
Properties=species:S:1:pos:R:3
C -0.957 0.496 1.785
C -1.558 -0.372 0.871
C 0.136 1.342 1.353
C -1.274 -0.359 -0.614
C -1.752 -1.607 -1.377
C 0.963 0.824 -2.320
C 2.239 -2.652 0.518
C 0.391 2.704 1.993
N 0.904 1.102 0.362
F 0.402 2.793 3.277
F 1.502 3.277 1.518
F -0.692 3.401 1.503
P 0.611 -0.126 -0.746
H -1.196 0.405 2.759
H -2.333 -0.996 1.205
H -1.712 0.619 -1.100
H -1.272 -2.529 -1.066
H -1.564 -1.385 -2.439
H -2.748 -1.874 -1.332
H 0.626 0.273 -3.244
H 2.073 0.958 -2.447
H 0.449 1.694 -2.195
H 2.744 -1.824 1.075
H 2.765 -3.241 -0.144
H 1.253 -2.923 0.805
```

Summary:
Relative energy (zero: lowest compared OMol25 entry of this formula, charge and spin) = 301.91 kJ/mol
Gap between HOMO and LUMO (alpha / beta) = 8.5435 / 6.0159 eV
Calculated total energy = -1007.3437 hartree
Charge = +1


This record from the Open Molecules 2025 dataset describes an isolated ion of composition C8H12FNO3P and charge -1 in a non-equilibrium geometry. The level of theory is ωB97M-V/def2-TZVPD.

```
26
Properties=species:S:1:pos:R:3
C 1.600 -0.915 -0.237
C 0.434 0.045 -0.072
C 2.686 1.097 0.457
C 2.723 -0.422 0.130
C 1.812 1.367 1.702
C 1.207 1.405 0.353
C -0.857 -1.972 0.624
C -0.763 -0.519 0.860
N 0.680 2.502 -0.306
O -2.483 -0.210 -1.305
O -3.500 -0.117 1.030
O -2.179 1.852 0.175
F 3.958 -0.950 0.015
P -2.398 0.391 0.214
H 1.469 -1.983 -0.606
H 0.044 0.234 -1.124
H 3.582 1.712 0.287
H 1.738 0.675 2.551
H 1.968 2.360 1.980
H -1.783 -2.439 0.820
H -0.140 -2.589 1.143
H -0.795 -2.290 -0.399
H -0.839 -0.245 1.904
H -2.751 -1.191 -1.231
H 0.795 3.400 0.048
H -0.246 2.298 -0.518
```

Summary:
Relative energy (zero: lowest compared OMol25 entry of this formula, charge and spin) = 0.00 kJ/mol
Gap between HOMO and LUMO = 8.4932 eV
Calculated total energy = -1033.8179 hartree
Charge = -1
SMILES = C[C@@H]([C@@H]1C=C(F)[C@@H]2C[C@@]21N)[P@@](=O)([O-])O


This record from the Open Molecules 2025 dataset describes C8H12FeN2P as an isolated structure in a non-equilibrium geometry. The level of theory is ωB97M-V/def2-TZVPD.

```
24
Properties=species:S:1:pos:R:3
C -0.179 -0.693 -1.833
C -1.058 0.448 -1.930
C -0.407 1.643 -1.530
C 0.938 1.348 -1.220
C 1.245 -0.020 -1.630
Fe -0.058 0.198 -0.223
P 0.919 -1.681 0.313
H -0.687 -1.746 -2.052
H -2.091 0.470 -2.210
H -0.836 2.616 -1.354
H 2.388 -0.105 -1.507
H 1.604 2.208 -1.008
H 2.156 -1.685 0.960
H 1.471 -2.693 -0.507
H 0.500 -2.724 1.141
N -0.322 0.115 2.757
C -0.077 0.942 3.800
C -0.033 2.210 3.248
C -0.232 2.117 1.864
N -0.395 0.791 1.568
H -0.501 -0.879 2.748
H 0.019 0.519 4.803
H 0.226 3.072 3.833
H -0.250 2.932 1.163
```

Summary:
Gap between HOMO and LUMO (alpha / beta) = 4.0071 / 7.7923 eV
Calculated total energy = -2026.2496 hartree
Multiplicity = 6
⟨S²⟩ = 8.8059


This record from the Open Molecules 2025 dataset describes a 2-piece molecular cluster, C8H12IN2 overall in a non-equilibrium geometry. The level of theory is ωB97M-V/def2-TZVPD.

```
23
Properties=species:S:1:pos:R:3
C -0.127 -2.347 -1.982
C 0.376 -1.035 -2.036
C 1.008 -0.767 -0.831
C 0.787 -0.844 0.486
C 0.277 -0.147 -3.275
C -2.544 -0.261 2.107
C -0.271 -4.123 -0.237
C -1.670 0.789 1.990
N 1.104 -2.065 -0.157
N 0.071 -2.860 -0.787
I -1.773 2.178 0.381
H -0.943 -2.540 -2.641
H 0.876 -0.467 1.466
H 1.008 0.707 -3.193
H 0.201 -0.842 -4.092
H -0.696 0.489 -3.195
H -2.054 -1.160 2.471
H -3.143 -0.450 1.107
H -3.291 -0.004 2.857
H 0.061 -5.073 -0.756
H 0.263 -4.211 0.641
H -1.316 -4.215 -0.109
H -0.876 0.912 2.680
```

Summary:
Relative energy (zero: lowest compared OMol25 entry of this formula, charge and spin) = 510.76 kJ/mol
Gap between HOMO and LUMO (alpha / beta) = 8.0948 / 4.7789 eV
Calculated total energy = -718.6818 hartree
Charge = +1


> Which of these has the highest calculated total energy?

C8H12IN2